Record 1
Formula: C7H5O2S
Source: the Open Molecules 2025 dataset
Level of theory: wB97M-V/def2-TZVPD

Computed properties:
energy: -22268.6236 eV
largest force on an atom: 6.26 eV Å⁻¹
charge: -1
ΔE to the lowest compared entry with this formula, charge and spin: 71.9 kcal/mol

Each line ends with the natural charge from an NBO analysis.
Geometry (Å):
C: -1.926 -0.292 0.248  -0.229
C: -1.515 0.675 -0.726  -0.333
C: -1.141 -1.183 0.838  -0.165
C: -0.308 1.112 -0.978  -0.054
C: 2.360 0.744 0.203  0.724
C: 0.404 -1.043 0.622  -0.367
C: 1.089 -0.012 -0.230  -0.206
O: 2.679 1.739 -0.461  -0.758
O: 2.895 0.353 1.225  -0.745
S: 0.925 -1.584 -1.017  0.087
H: -2.973 -0.234 0.349  0.193
H: -2.228 1.248 -1.265  0.191
H: -1.414 -1.883 1.570  0.201
H: -0.018 1.872 -1.635  0.199
H: 1.171 -1.512 1.256  0.262

=====

Record 2
Formula: C24H67N6O7
Source: the Open Molecules 2025 dataset
Level of theory: wB97M-V/def2-TZVPD

Computed properties:
energy: -49242.5327 eV
largest force on an atom: 2.91 eV Å⁻¹
charge: -1
ΔE to the lowest compared entry with this formula, charge and spin: 0.0 kcal/mol

Each line ends with the Mulliken charge.
Geometry (Å):
O: -1.068 0.722 -0.568  -0.876
H: -0.833 -0.082 -1.044  -0.150
C: -0.689 -4.687 1.126  -1.573
C: -1.636 -3.529 1.402  0.895
C: -1.859 -3.345 2.879  -1.034
O: -2.800 -2.355 3.245  -0.072
C: -3.290 -2.576 4.547  -0.944
N: -1.072 -2.272 0.834  -0.121
H: -0.971 -5.608 1.649  0.455
H: 0.363 -4.458 1.306  0.245
H: -0.693 -4.933 0.060  0.372
H: -2.543 -3.670 0.812  0.254
H: -0.934 -3.071 3.413  0.294
H: -2.057 -4.350 3.284  0.331
H: -2.581 -2.176 5.284  0.319
H: -3.285 -3.629 4.866  0.394
H: -4.303 -2.197 4.639  0.234
H: -0.139 -2.115 1.211  0.041
H: -0.848 -2.436 -0.145  -0.143
C: 0.874 -1.740 -3.202  -1.299
C: 2.078 -2.243 -2.456  0.756
C: 3.454 -1.606 -2.799  -0.537
O: 3.793 -1.662 -4.178  -0.384
C: 4.209 -2.932 -4.631  -0.719
N: 1.832 -2.487 -1.035  -0.194
H: 0.567 -0.728 -2.905  0.066
H: -0.005 -2.352 -2.994  0.322
H: 1.089 -1.710 -4.271  0.434
H: 2.216 -3.243 -2.906  0.089
H: 4.185 -2.244 -2.293  0.475
H: 3.380 -0.582 -2.429  0.063
H: 3.923 -2.961 -5.689  0.272
H: 3.660 -3.722 -4.122  0.349
H: 5.293 -3.055 -4.708  0.253
H: 2.704 -2.830 -0.635  0.305
H: 1.784 -1.527 -0.652  -0.198
C: 1.244 4.476 -2.132  -1.529
C: 0.978 3.073 -2.617  0.629
C: 1.898 2.757 -3.819  -0.491
O: 1.361 3.485 -4.927  -0.332
C: 1.829 3.086 -6.189  -0.782
N: 1.141 2.159 -1.454  -0.076
H: 2.249 4.644 -1.737  0.334
H: 0.474 4.883 -1.477  0.231
H: 1.248 5.203 -2.960  0.394
H: -0.067 2.995 -2.924  0.305
H: 1.937 1.692 -4.049  0.369
H: 2.868 3.160 -3.511  0.277
H: 1.470 2.097 -6.507  0.270
H: 2.922 3.098 -6.192  0.309
H: 1.355 3.761 -6.905  0.280
H: 1.758 1.396 -1.740  -0.315
H: 0.240 1.639 -1.341  -0.114
C: -1.753 4.864 2.101  -1.403
C: -0.814 3.865 2.778  0.502
C: -1.273 3.547 4.222  -0.779
O: -2.452 2.785 4.110  -0.216
C: -2.913 2.461 5.406  -0.868
N: -0.587 2.643 1.991  -0.139
H: -2.804 4.606 2.241  0.305
H: -1.644 4.992 1.023  0.339
H: -1.549 5.822 2.585  0.392
H: 0.184 4.329 2.783  0.333
H: -1.374 4.462 4.817  0.393
H: -0.473 2.936 4.658  0.360
H: -2.073 2.249 6.080  0.337
H: -3.684 1.699 5.430  0.242
H: -3.318 3.348 5.919  0.324
H: -0.641 2.936 1.022  -0.014
H: 0.321 2.228 2.139  -0.145
C: 3.323 1.503 2.204  -1.493
C: 3.338 0.484 1.052  0.559
C: 4.032 -0.820 1.434  -0.348
O: 5.445 -0.593 1.527  -0.340
C: 6.164 -1.723 1.872  -0.739
N: 1.969 0.107 0.691  0.149
H: 3.261 2.541 1.871  0.291
H: 4.208 1.370 2.834  0.380
H: 2.452 1.410 2.858  0.323
H: 3.895 0.873 0.199  0.225
H: 3.906 -1.488 0.578  -0.084
H: 3.708 -1.326 2.349  0.428
H: 5.877 -2.142 2.848  0.304
H: 7.215 -1.437 1.978  0.269
H: 6.136 -2.539 1.136  0.255
H: 1.445 0.877 0.264  -0.219
H: 1.417 0.095 1.550  0.269
C: -3.420 -1.185 -2.182  -1.125
C: -4.459 -0.266 -1.575  0.588
C: -5.419 -0.839 -0.539  -1.154
O: -4.813 -1.536 0.557  -0.011
C: -5.797 -2.345 1.135  -0.922
N: -3.835 0.963 -1.003  -0.649
H: -3.929 -2.019 -2.691  0.557
H: -2.760 -1.647 -1.449  -0.156
H: -2.818 -0.728 -2.967  0.401
H: -5.048 0.144 -2.409  0.329
H: -6.091 -1.449 -1.173  0.361
H: -6.069 -0.109 -0.049  0.388
H: -6.449 -2.898 0.453  0.401
H: -6.538 -1.773 1.725  0.358
H: -5.420 -3.002 1.921  0.181
H: -3.993 1.702 -1.682  0.267
H: -2.794 0.814 -1.037  0.256

=====

Record 3
Formula: C19H36AsN9PSSiTl
Source: the Open Molecules 2025 dataset
Level of theory: wB97M-V/def2-TZVPD

Computed properties:
energy: -127233.0733 eV
largest force on an atom: 0.27 eV Å⁻¹
charge: -2

Each line ends with the natural charge from an NBO analysis.
Geometry (Å):
Tl: 0.267 -0.124 1.379  0.376
N: -1.440 1.639 -1.614  -0.610
C: -0.079 1.928 -1.519  0.422
N: 0.556 2.649 -2.435  -0.415
N: 1.834 2.651 -2.020  -0.149
N: 1.945 1.965 -0.926  -0.182
N: 0.737 1.485 -0.572  -0.446
C: -2.271 1.552 -0.499  0.422
N: -3.512 2.027 -0.511  -0.420
N: -3.990 1.707 0.705  -0.172
N: -3.079 1.098 1.402  -0.163
N: -1.971 0.960 0.646  -0.445
H: -1.876 2.143 -2.369  0.400
C: 5.098 0.269 -2.046  -0.607
C: 4.997 0.999 -0.707  -0.722
P: 3.951 0.067 0.498  0.876
C: 3.722 1.382 1.787  -0.734
C: 4.966 2.079 2.329  -0.610
C: 5.272 -0.979 1.286  -0.722
C: 4.716 -1.766 2.474  -0.613
H: 5.767 0.796 -2.732  0.189
H: 4.113 0.210 -2.510  0.233
H: 5.478 -0.750 -1.923  0.185
H: 4.492 1.955 -0.855  0.254
H: 5.991 1.189 -0.289  0.184
H: 3.146 0.935 2.600  0.230
H: 3.048 2.097 1.310  0.264
H: 5.627 1.380 2.848  0.186
H: 4.692 2.859 3.044  0.198
H: 5.542 2.551 1.531  0.199
H: 6.145 -0.390 1.585  0.189
H: 5.608 -1.674 0.510  0.211
H: 4.435 -1.097 3.290  0.200
H: 5.443 -2.482 2.864  0.188
H: 3.818 -2.315 2.184  0.224
C: 1.119 -1.320 -2.284  -1.120
Si: 0.342 -2.089 -0.722  0.863
C: 1.641 -3.412 -0.234  -1.098
C: -1.065 -3.198 -1.394  -0.415
C: -1.655 -4.180 -0.588  -0.161
C: -2.711 -4.965 -1.029  -0.238
C: -3.223 -4.787 -2.310  -0.270
C: -2.665 -3.814 -3.131  -0.235
C: -1.605 -3.037 -2.678  -0.232
H: 1.363 -2.077 -3.040  0.198
H: 2.038 -0.808 -1.985  0.242
H: 0.475 -0.563 -2.738  0.230
H: 1.862 -4.110 -1.050  0.202
H: 1.313 -3.995 0.632  0.211
H: 2.571 -2.904 0.040  0.219
H: -1.308 -4.308 0.433  0.205
H: -3.154 -5.691 -0.357  0.207
H: -4.053 -5.391 -2.661  0.191
H: -3.061 -3.657 -4.129  0.192
H: -1.191 -2.278 -3.333  0.210
C: -6.481 -2.942 0.151  -0.981
As: -4.978 -2.282 1.189  1.476
C: -3.807 -1.588 -0.160  -0.985
C: -5.690 -0.760 2.127  -0.983
S: -4.289 -3.774 2.477  -0.762
H: -6.881 -2.159 -0.493  0.223
H: -7.246 -3.307 0.834  0.227
H: -6.108 -3.768 -0.454  0.239
H: -4.198 -0.622 -0.481  0.254
H: -3.765 -2.289 -0.990  0.245
H: -2.813 -1.452 0.261  0.280
H: -6.083 -0.037 1.413  0.246
H: -4.867 -0.290 2.663  0.278
H: -6.459 -1.102 2.817  0.218

=====

Record 4
Formula: C4H12
Source: the Open Molecules 2025 dataset
Level of theory: wB97M-V/def2-TZVPD

Computed properties:
energy: -4341.5668 eV
largest force on an atom: 3.08 eV Å⁻¹
SMILES: CC.CC
ΔE to the lowest compared entry with this formula, charge and spin: 22.2 kcal/mol

Each line ends with the natural charge from an NBO analysis.
Geometry (Å):
C: 1.846 0.792 0.228  -0.604
C: 1.329 0.217 1.513  -0.596
H: 2.109 -0.139 -0.215  0.199
H: 1.084 1.220 -0.372  0.201
H: 2.664 1.361 0.446  0.201
H: 0.518 -0.552 1.312  0.189
H: 2.177 -0.313 1.973  0.208
H: 0.751 0.988 2.033  0.202
C: -1.375 0.052 -1.377  -0.622
C: -1.800 -1.030 -0.399  -0.608
H: -1.675 0.040 -2.469  0.220
H: -1.595 1.069 -0.882  0.200
H: -0.279 0.062 -1.288  0.204
H: -2.804 -0.851 -0.022  0.200
H: -1.204 -1.069 0.521  0.203
H: -1.745 -2.005 -0.828  0.204

=====

Record 5
Formula: C10H8N4
Source: the Open Molecules 2025 dataset
Level of theory: wB97M-V/def2-TZVPD

Computed properties:
energy: -16455.0008 eV
largest force on an atom: 4.76 eV Å⁻¹
SMILES: N#CC(C#N)=C(C#N)C#N.C/C=C/C
ΔE to the lowest compared entry with this formula, charge and spin: 97.6 kcal/mol

Each line ends with the natural charge from an NBO analysis.
Geometry (Å):
C: -2.924 -1.746 1.528  0.229
C: -3.337 -1.947 -0.895  0.250
C: -0.404 -2.645 -1.072  0.252
C: -0.360 -2.512 1.349  0.249
C: -1.277 0.408 -1.446  -0.649
C: -0.019 0.243 -0.626  -0.167
C: 1.627 -0.127 1.284  -0.620
C: -2.420 -1.978 0.223  -0.158
C: 0.232 0.096 0.686  -0.191
C: -1.099 -2.302 0.138  -0.094
N: -3.432 -1.439 2.521  -0.195
N: -3.975 -1.857 -1.837  -0.207
N: -0.032 -3.043 -2.107  -0.195
N: 0.175 -2.839 2.294  -0.209
H: -1.143 1.119 -2.119  0.234
H: -2.076 0.568 -0.818  0.210
H: 0.996 0.121 -1.156  0.199
H: 1.637 -1.095 1.638  0.222
H: 2.338 0.002 0.576  0.203
H: 1.734 0.738 2.052  0.217
H: -1.430 -0.399 -2.119  0.228
H: -0.358 0.198 1.499  0.191

=====

Number 1: LUMO energy 3.32 eV, HOMO-LUMO gap 7.59 eV. Number 2: LUMO energy 2.51 eV, HOMO-LUMO gap 6.25 eV. Number 3: LUMO energy 4.44 eV, HOMO-LUMO gap 5.18 eV. Number 4: LUMO energy 1.18 eV, HOMO-LUMO gap 12.39 eV. Number 5: LUMO energy -2.62 eV, HOMO-LUMO gap 7.36 eV.